Density functional theory data (ωB97M-V with the def2-TZVPD basis set) for a structure of composition C36H46N8OsP.

Summary:
Charge: +3
Gap between HOMO and LUMO (spin up / spin down): 7.585 / 5.555 eV
Spin multiplicity: 5
DFT total energy: -2268.61231 hartree
Energy relative to the best compared isomer or geometry (same formula, charge and spin): 0.0 kJ/mol
<S²>: 6.020

Element x y z (Å)
Os 0.5639 1.1556 1.3754
C -2.0677 2.5473 0.8106
C -1.0723 3.2036 -0.1384
N 0.1882 2.3983 -0.2823
C 1.3802 3.2880 -0.4235
C 1.8876 3.7209 0.9411
C 2.5743 4.8730 1.2697
C 2.9961 5.0332 2.5879
C 2.7422 4.0617 3.5549
C 2.0579 2.9263 3.1713
C 1.7887 1.7029 4.0294
N 0.5812 0.9417 3.5450
C -0.7112 1.4280 4.1706
C -1.8460 1.4891 3.1558
N -1.3303 2.3111 2.0553
N 1.6485 2.8103 1.8976
H -2.3830 1.5894 0.4035
H -2.9516 3.1703 0.9574
H -0.8014 4.1895 0.2496
H -1.5031 3.3381 -1.1318
H 0.0121 1.6484 -1.1718
H 1.1359 4.1471 -1.0496
H 2.1726 2.7300 -0.9284
H 2.7814 5.6311 0.5268
H 3.5378 5.9281 2.8667
H 3.0805 4.1948 4.5736
H 1.6776 1.9644 5.0819
H 2.6522 1.0381 3.9472
H 0.6921 -0.0391 3.8015
H -0.5217 2.4269 4.5682
H -0.9583 0.7798 5.0095
H -2.7437 1.9082 3.6147
H -2.0795 0.4954 2.7719
H -1.0172 3.2002 2.4421
N -0.1660 -0.5214 0.9900
P 0.3655 -2.0136 0.5498
C 0.6332 -2.9289 2.0739
C 1.5564 -2.3968 2.9824
C 1.8371 -3.0632 4.1611
C 1.2021 -4.2721 4.4387
C 0.3069 -4.8141 3.5313
C 0.0223 -4.1479 2.3436
C -0.8243 -2.8530 -0.4774
C -2.1042 -3.1111 0.0226
C -3.0168 -3.8012 -0.7562
C -2.6633 -4.2150 -2.0372
C -1.3998 -3.9399 -2.5419
C -0.4727 -3.2614 -1.7633
C 1.9625 -1.8847 -0.2617
C 2.3651 -0.7022 -0.8828
C 3.6237 -0.6198 -1.4586
C 4.4735 -1.7179 -1.4289
C 4.0662 -2.9032 -0.8284
C 2.8151 -2.9886 -0.2372
H 2.1078 -1.4946 2.7252
H 2.5689 -2.6680 4.8538
H 1.4271 -4.7992 5.3561
H -0.1677 -5.7635 3.7388
H -0.6677 -4.5882 1.6361
H -2.3780 -2.7970 1.0242
H -4.0002 -4.0266 -0.3650
H -3.3754 -4.7645 -2.6390
H -1.1275 -4.2716 -3.5349
H 0.5194 -3.0656 -2.1509
H 1.6508 0.1080 -0.9967
H 3.9385 0.2904 -1.9531
H 5.4518 -1.6559 -1.8863
H 4.7263 -3.7598 -0.8152
H 2.5124 -3.9087 0.2491
C -4.2209 0.2263 -3.2178
C -3.6612 -0.3541 -1.9372
N -2.3199 0.1800 -1.7128
C -1.4502 0.4817 -2.7263
N -0.2233 0.8195 -2.3587
C 0.7605 1.0077 -3.4258
C 0.1456 1.6338 -4.6626
C -1.0032 0.7588 -5.1146
N -1.8966 0.4625 -3.9905
C -3.2332 -0.0283 -4.3392
H -4.4054 1.2971 -3.1126
H -5.1698 -0.2524 -3.4547
H -3.6368 -1.4428 -2.0142
H -4.2829 -0.0940 -1.0792
H -1.8307 -0.1451 -0.8904
H 1.2256 0.0491 -3.6840
H 1.5702 1.6400 -3.0484
H 0.8793 1.7265 -5.4622
H -0.2244 2.6360 -4.4313
H -0.6333 -0.1774 -5.5430
H -1.5921 1.2585 -5.8830
H -3.1881 -1.0940 -4.5861
H -3.5423 0.4997 -5.2402

Forces on atoms 1 to 2 (eV/Å):
-0.26 0.15 0.36
0.09 -0.15 -0.17

Mulliken atomic charge list, values in e, 2 entries: 1.228 -0.783



Density functional theory data (ωB97M-V with the def2-TZVPD basis set) for a structure of composition C28H24N9O4RhSSe2Te2.

Summary:
Gap between HOMO and LUMO: 5.935 eV
Spin multiplicity: 1
DFT total energy: -7723.04345 hartree
Energy relative to the best compared isomer or geometry (same formula, charge and spin): 0.0 kJ/mol

Element x y z (Å)
Rh -0.1912 0.2365 0.0484
C 1.6885 6.3226 12.0885
O 2.6998 5.7149 11.3009
C 2.3281 5.1175 10.1472
C 1.0187 5.0571 9.6777
C 0.7508 4.4201 8.4765
C 1.7680 3.8388 7.7302
C 3.0757 3.8990 8.2174
C 3.3566 4.5309 9.4082
C 1.4387 3.1827 6.4651
N 0.2296 2.8522 6.0718
C 0.3939 2.2909 4.8351
C 1.7226 2.2768 4.4713
N 2.3840 2.8481 5.5305
C 2.1940 1.7289 3.2421
C 3.5323 1.6151 2.8320
C 3.8223 1.0021 1.6397
C 2.7770 0.5296 0.8401
N 1.5142 0.6801 1.1862
C 1.2049 1.2389 2.3760
C -0.1950 1.2590 2.7341
N -1.0694 0.7409 1.8314
C -2.3476 0.6544 2.1501
C -2.8370 1.1110 3.3799
C -1.9787 1.6728 4.2888
C -0.6146 1.7519 3.9718
H 2.1932 6.7363 12.9560
H 0.9483 5.5887 12.4149
H 1.1915 7.1264 11.5405
H 0.2064 5.5020 10.2326
H -0.2631 4.3712 8.1033
H 3.8918 3.4303 7.6800
H 4.3651 4.5784 9.7955
H 3.3631 3.0653 5.5867
H 4.3318 1.9886 3.4593
H 4.8418 0.8774 1.3040
H 2.9620 0.0112 -0.0904
H -2.9947 0.2171 1.4023
H -3.8926 1.0131 3.5888
H -2.3201 2.0448 5.2455
Se 0.1021 -2.0361 0.9001
Te -1.0284 -3.5049 -0.7779
Te -3.3410 -2.1780 -0.4990
Se -2.2647 -0.0438 -1.2739
N 3.9928 1.0661 -4.6851
C 3.3055 0.7982 -3.5767
N 3.7790 1.2959 -2.4187
N 2.2170 0.0259 -3.6653
C 1.4974 -0.0535 -2.5926
N 0.8461 -0.1345 -1.6379
H 4.6229 1.8636 -4.6668
H 3.6022 0.7554 -5.5571
H 4.4219 2.0904 -2.5353
H 3.0836 1.4312 -1.6992
N -0.4197 2.3737 -0.5456
C 0.6685 3.0277 -1.2261
C 1.7121 3.5856 -0.4982
C 2.7759 4.1783 -1.1657
C 2.8018 4.2027 -2.5531
C 1.7359 3.6815 -3.2729
C 0.6710 3.0877 -2.6126
S 4.2873 4.7333 -3.4113
O 5.0930 3.4887 -3.4159
O 4.8568 5.7650 -2.5791
O 3.8467 5.1102 -4.7340
H -1.2524 2.3814 -1.1295
H -0.6608 2.8785 0.3023
H 1.6892 3.5663 0.5873
H 3.6008 4.6199 -0.6208
H 1.7598 3.7326 -4.3540
H -0.1527 2.6584 -3.1728

Forces on atoms 1 to 2 (eV/Å):
-0.06 0.01 -0.07
0.00 0.00 0.00

Mulliken atomic charge list, values in e, 2 entries: 0.327 -0.850



Density functional theory data (ωB97M-V with the def2-TZVPD basis set) for a structure of composition C10H24InO3S.

Summary:
Charge: -1
Gap between HOMO and LUMO: 7.209 eV
Spin multiplicity: 1
DFT total energy: -1209.46185 hartree

Element x y z (Å)
C 2.7573 -2.4541 0.7692
C 3.0206 -1.2656 -0.1268
O 2.8815 -1.3284 -1.3130
O 3.5113 -0.1236 0.4098
C 3.1807 0.2956 1.7424
C 1.7088 0.6033 1.9187
C 1.1775 1.6460 0.9397
C -0.3556 1.7975 0.9280
C -1.1731 0.5482 1.2897
C -0.9946 -0.6689 0.3783
In -2.6329 -2.1602 0.5208
S -4.1127 -1.5754 2.4667
H 2.9623 -2.2929 1.8226
H 3.3881 -3.2632 0.4007
H 1.7204 -2.7630 0.6326
H 3.8047 1.1763 1.9011
H 3.4882 -0.4569 2.4735
H 1.5985 0.9601 2.9501
H 1.1401 -0.3233 1.8293
H 1.6171 2.6099 1.2257
H 1.5495 1.4367 -0.0652
H -0.6342 2.6070 1.6157
H -0.6448 2.1320 -0.0714
H -0.9753 0.2782 2.3352
H -2.2269 0.8472 1.2820
H -0.9486 -0.3443 -0.6654
H -0.0647 -1.2119 0.5791
H -3.6832 -2.1057 -0.9064
H -1.9377 -3.7908 0.6680
H -3.2098 -1.2535 3.4015
C -2.3532 0.6006 -3.9152
C -1.7192 1.7599 -3.1691
O -0.5082 1.3852 -2.5278
H -2.5444 -0.2226 -3.2267
H -3.2962 0.8923 -4.3810
H -1.6835 0.2381 -4.7000
H -2.3776 2.1018 -2.3700
H -1.5435 2.6067 -3.8448
H 0.1133 1.0818 -3.1976

Forces on atoms 1 to 2 (eV/Å):
-0.06 0.01 -0.10
-0.04 0.02 0.36

Mulliken atomic charge list, values in e, 2 entries: -0.877 0.815



Density functional theory data (ωB97M-V with the def2-TZVPD basis set) for a cluster of 9 separate species, C36H58O25S2 in total.

Summary:
Gap between HOMO and LUMO: 9.644 eV
Spin multiplicity: 1
DFT total energy: -4083.42625 hartree
SMILES string: C[C@H]1COC(=O)O1.C[C@H]1COC(=O)O1.C[C@H]1COC(=O)O1.C[C@H]1COC(=O)O1.C[C@H]1COC(=O)O1.C[C@H]1COC(=O)O1.C[C@H]1COC(=O)O1.O=S1(=O)CCCC1.O=S1(=O)CCCC1
Energy relative to the best compared isomer or geometry (same formula, charge and spin): 1265.9 kJ/mol

Element x y z (Å)
C 2.5605 -4.4917 -0.6630
C 3.9154 -4.9064 -0.0091
C 4.4434 -3.7987 0.9240
O 4.3727 -4.4553 2.2689
C 3.8326 -5.6378 2.1115
O 3.6615 -6.3846 3.0656
O 3.5883 -5.9785 0.8483
H 1.6456 -5.3247 -0.6566
H 2.6469 -4.4849 -1.7692
H 2.1305 -3.6819 -0.2153
H 4.6194 -5.0064 -0.8641
H 4.0545 -3.0102 1.0047
H 5.6252 -3.6031 0.6744
C 0.0581 0.7030 3.6165
C 1.1959 0.2573 4.4682
C 1.2668 0.8826 5.9099
O 1.6624 -0.2680 6.7186
C 1.5743 -1.3494 5.9619
O 1.7735 -2.4795 6.3770
O 1.0579 -1.0498 4.6795
H 0.0887 2.0007 3.3886
H -0.9385 0.7919 4.0420
H -0.3821 0.1415 2.7225
H 2.3189 0.3141 4.2796
H 0.2742 1.3268 6.3777
H 1.9389 1.7115 5.9651
C -5.3520 0.5144 2.4373
C -4.2344 1.1376 3.1769
C -3.9419 2.5850 2.9014
O -3.7524 3.0551 4.1975
C -3.9650 2.2324 5.1304
O -4.0041 2.5415 6.3801
O -4.4898 1.1215 4.5874
H -6.1757 1.0529 2.6610
H -5.3635 -0.5456 2.7679
H -5.0842 0.6462 1.4623
H -3.2706 0.5293 2.8958
H -4.9218 3.1480 2.7111
H -3.3167 2.9565 2.2970
C 0.6217 -3.9658 2.6453
C -0.8199 -4.5115 2.6380
C -1.6478 -4.3786 3.9483
O -2.2747 -3.1635 3.6395
C -2.3337 -2.8873 2.4103
O -3.1033 -2.1505 1.8794
O -1.5591 -3.7401 1.7807
H 0.8485 -2.9904 2.8206
H 1.2138 -4.3658 1.6023
H 1.1280 -4.5475 3.4770
H -0.8631 -5.5965 2.3475
H -0.8320 -4.3590 4.5071
H -2.2329 -5.3487 4.1057
C 2.7807 -3.6408 -5.9487
C 1.8507 -3.5258 -4.6824
C 2.1842 -2.2313 -3.9385
O 1.2279 -1.2950 -4.3851
C 0.2683 -1.8909 -4.9985
O -0.9007 -1.5003 -5.2149
O 0.5720 -3.2030 -5.1878
H 2.5253 -4.3338 -6.7834
H 3.7457 -3.8793 -5.5679
H 2.6917 -2.6397 -6.3389
H 1.9120 -4.3859 -4.3034
H 3.0501 -1.6261 -4.0679
H 1.9153 -2.2458 -2.9889
C -7.2630 0.7636 -3.3012
C -6.3181 1.9198 -3.3661
C -5.0136 1.5669 -2.7359
O -4.1215 1.3584 -3.8360
C -4.8476 1.4938 -4.9817
O -4.4009 1.1177 -6.0275
O -6.0341 1.9695 -4.7975
H -6.7571 -0.0563 -3.6718
H -8.1255 0.9602 -4.0783
H -7.7018 0.7076 -2.3995
H -6.9488 2.7678 -3.2015
H -4.9295 0.5543 -2.3107
H -4.6731 2.1840 -1.9882
C 4.5158 1.6320 -3.6685
C 4.0889 0.8391 -2.5535
C 5.0459 -0.0725 -1.8047
O 5.0800 0.3950 -0.4786
C 4.1914 1.4327 -0.3853
O 3.9613 2.0912 0.6710
O 3.6707 1.6987 -1.4900
H 4.8623 0.8454 -4.3542
H 5.5044 2.2075 -3.4857
H 3.5142 2.2929 -4.1089
H 3.0885 0.1771 -2.6721
H 5.9147 -0.0198 -2.4214
H 4.7976 -1.0822 -1.7656
O 1.7661 6.1146 -2.5288
S 2.0213 6.4843 -1.2020
O 3.2139 7.1476 -1.0064
C 0.6333 7.3967 -0.6811
C -0.2997 6.2910 -0.1906
C 0.6692 5.3078 0.6284
C 1.9258 5.1060 -0.1126
H 0.3149 7.8571 -1.7644
H 0.8302 8.0741 -0.0082
H -1.0975 6.6801 0.2115
H -0.7568 5.8899 -1.1431
H 0.1770 4.4745 0.8898
H 0.9338 5.8766 1.5572
H 1.9435 4.1847 -0.8689
H 2.8089 4.7899 0.6740
O -0.8631 2.3098 0.9374
S -0.9014 1.6571 -0.3614
O -1.3028 2.4417 -1.5736
C 0.6331 0.8323 -0.7146
C 0.2414 -0.6145 -0.9893
C -1.1300 -0.9089 -0.1637
C -1.9554 0.3290 -0.2140
H 1.3725 0.8928 0.0419
H 1.0482 1.4852 -1.5051
H 0.1361 -0.7433 -2.0225
H 1.1162 -1.3370 -0.6989
H -0.7147 -1.2395 0.8254
H -1.7568 -1.7814 -0.5139
H -2.6630 0.3029 0.6373
H -2.5277 0.1637 -1.1552

Forces on atoms 1 to 2 (eV/Å):
-1.06 -4.58 -2.33
-2.33 2.07 -1.19

Mulliken atomic charge list, values in e, 2 entries: -0.676 0.622



Density functional theory data (ωB97M-V with the def2-TZVPD basis set) for an isolated molecule of O5S2.

Summary:
Gap between HOMO and LUMO: 11.758 eV
Spin multiplicity: 1
DFT total energy: -1172.52441 hartree
Energy relative to the best compared isomer or geometry (same formula, charge and spin): 16.8 kJ/mol

Element x y z (Å)
O 1.1574 -1.5572 -0.1739
O -0.6362 -0.1442 0.9830
O 0.2587 0.6255 -0.9365
O 0.6858 1.9541 1.2619
O -1.0795 -1.4238 -1.1795
S -0.0260 -0.8511 -0.4439
S -0.3601 1.3967 0.4889

Forces on atoms 1 to 2 (eV/Å):
0.33 -0.06 0.26
0.53 -0.77 -1.24

natural (NBO) atomic charge list, values in e, 2 entries: -0.845 -0.858



Density functional theory data (ωB97M-V with the def2-TZVPD basis set) for a structure of composition C8H22AlClCoSi.

Summary:
Charge: -2
Gap between HOMO and LUMO (spin up / spin down): 2.846 / 4.915 eV
Spin multiplicity: 4
DFT total energy: -2692.73474 hartree
<S²>: 3.787

Element x y z (Å)
Al 0.1152 0.1103 0.2600
Cl 0.9484 -0.8770 -1.5125
C 1.2071 0.2970 1.8698
H 0.7617 1.1291 2.4456
H 2.2543 0.5367 1.6551
H 1.1673 -0.6160 2.4857
Co 2.7636 -0.0175 -2.5631
C 4.1456 -1.2795 -1.8339
C 1.7281 -0.4202 -4.2640
C 3.8615 1.1092 -3.2629
H 0.7724 0.1097 -4.3891
H 2.3754 -0.2231 -5.1193
H 1.4535 -1.4874 -4.2550
H 4.4098 -1.1311 -0.7804
H 3.7696 -2.3108 -1.9036
H 5.0404 -1.1765 -2.4580
H 4.8488 1.3016 -2.7674
H 3.4667 1.7700 -4.0823
C -2.1150 -1.1290 3.0461
Si -2.6619 0.1626 1.7891
C -4.5155 0.0263 1.5998
C -2.2979 1.8894 2.4481
C -1.8160 -0.0563 0.1459
H -2.6616 -0.9845 3.9873
H -1.0410 -1.0575 3.2490
H -2.3479 -2.1334 2.6593
H -5.0127 0.1734 2.5717
H -4.8912 0.7904 0.8989
H -4.8001 -0.9684 1.2187
H -1.2270 2.0517 2.6060
H -2.6678 2.6345 1.7268
H -2.8120 2.0496 3.4059
H -2.0945 -1.0184 -0.3114
H -2.1271 0.7452 -0.5658

Forces on atoms 1 to 2 (eV/Å):
0.71 1.28 -0.93
-0.98 -0.77 1.02

natural (NBO) atomic charge list, values in e, 2 entries: 1.172 -0.531